Density functional theory data (the ωB97M-V functional and the def2-TZVPD basis) for 16 unconnected molecules or ions with the total composition C94H210N18O16 in a non-equilibrium geometry.

## Properties
Total charge ... 0
F_max ... 7.26 eV/Å
DFT total energy ... -160450.6450 eV

Last column: Löwdin charge in e.
Positions of all 338 atoms, in Å:
C1 -33.4207 -4.1465 15.4338  -0.69
O1 -33.0053 -4.8810 14.5494  0.03
N1 -33.4903 -2.8610 15.2622  0.19
N2 -33.9736 -4.4405 16.6527  0.18
H1 -33.7630 -2.2789 16.0412  0.09
H2 -33.4200 -2.6083 14.2869  0.09
H3 -34.4582 -3.8385 17.3030  0.06
H4 -33.9529 -5.3897 16.9972  0.11
C2 -30.0760 -5.1149 11.5004  -0.75
O2 -30.0960 -6.1964 10.8774  0.00
N3 -30.6398 -5.0060 12.6475  0.21
N4 -29.7221 -3.9659 10.9894  0.18
H5 -30.9261 -5.8512 13.1206  0.08
H6 -30.8183 -4.1437 13.1422  0.07
H7 -29.8135 -3.9600 9.9836  0.13
H8 -29.7293 -3.1442 11.5765  0.09
C3 -35.5306 0.6038 15.5440  -0.85
O3 -35.4620 -0.5673 15.4666  0.07
N5 -34.5423 1.3293 15.1920  0.20
N6 -36.5862 1.2979 15.8624  0.18
H9 -34.7098 2.2904 14.9308  0.11
H10 -33.6205 0.9639 14.9998  0.08
H11 -37.4976 0.8790 15.7445  0.12
H12 -36.5427 2.2866 15.6603  0.11
C4 -31.4503 2.4204 8.8328  -0.79
O4 -30.4081 2.9462 9.1373  0.05
N7 -31.6590 1.6996 7.7480  0.19
N8 -32.4515 2.4194 9.6592  0.17
H13 -30.9127 1.6884 7.0676  0.08
H14 -32.6121 1.4642 7.5104  0.11
H15 -32.5030 3.1686 10.3345  0.12
H16 -33.2849 1.8958 9.4326  0.11
O5 -32.0435 -2.2439 12.4297  -0.04
H17 -32.8727 -1.7829 12.5566  0.05
H18 -31.7732 -2.0114 11.5414  0.00
O6 -31.0911 -1.0847 10.0378  -0.03
H19 -31.4580 -0.3003 9.6300  0.03
H20 -30.1720 -0.8671 10.1931  0.05
C5 -24.8367 -3.4347 17.8457  -0.03
C6 -25.0814 -1.9548 18.2131  -0.42
C7 -26.3194 -1.8540 19.2351  -0.10
C8 -26.3476 -0.7185 20.2719  -0.18
C9 -24.9813 -0.6269 20.9222  -0.14
C10 -23.8188 -0.4479 19.9319  -0.47
N9 -23.8240 -1.5318 18.8535  -0.14
O7 -22.7300 -1.5321 18.0030  -0.02
C11 -23.7041 0.9828 19.4426  -0.04
C12 -22.5105 -0.7156 20.7589  -0.05
C13 -25.3507 -0.9639 17.0395  -0.02
H21 -24.5824 -4.1858 18.5936  0.08
H22 -23.9776 -3.6187 17.2006  0.07
H23 -25.7428 -3.8041 17.3654  0.07
H24 -27.1970 -1.4831 18.7057  0.10
H25 -26.6444 -2.8099 19.6459  0.09
H26 -27.1999 -0.7421 20.9509  0.10
H27 -26.4558 0.2283 19.7428  0.08
H28 -24.8036 -1.3915 21.6784  0.12
H29 -24.9833 0.3728 21.3567  0.11
H30 -22.9892 1.0645 18.6239  0.08
H31 -24.6353 1.3367 19.0002  0.07
H32 -23.5162 1.5934 20.3258  0.09
H33 -21.6895 -0.3769 20.1269  0.07
H34 -22.4213 -0.0850 21.6435  0.08
H35 -22.2553 -1.7533 20.9734  0.08
H36 -25.7221 0.0260 17.3045  0.07
H37 -26.0813 -1.3467 16.3270  0.06
H38 -24.4114 -0.8415 16.5001  0.07
H39 -22.0495 -2.0632 18.4230  0.10
C14 -31.5306 3.0401 13.9499  -0.02
C15 -30.4759 1.9224 13.7757  -0.43
C16 -29.1398 2.6432 14.2490  -0.11
C17 -28.0617 1.6928 14.7947  -0.15
C18 -28.6555 0.7828 15.8641  -0.13
C19 -29.8347 -0.0061 15.3795  -0.50
N10 -30.7881 0.8327 14.7339  -0.07
O8 -31.9419 0.0437 14.3893  -0.04
C20 -29.3429 -1.1905 14.5081  -0.01
C21 -30.5418 -0.5113 16.6763  0.00
C22 -30.2603 1.4448 12.3456  -0.02
H40 -31.8743 3.1832 14.9743  0.06
H41 -32.4134 2.7291 13.3911  0.07
H42 -31.2817 4.0200 13.5426  0.07
H43 -28.6807 3.0708 13.3576  0.10
H44 -29.2498 3.5500 14.8438  0.11
H45 -27.2055 2.2575 15.1637  0.09
H46 -27.6216 1.1515 13.9573  0.11
H47 -28.8668 1.2229 16.8386  0.10
H48 -27.8394 0.1089 16.1246  0.09
H49 -28.9346 -1.0070 13.5143  0.06
H50 -28.4994 -1.7491 14.9137  0.08
H51 -30.1192 -1.9421 14.3648  0.06
H52 -29.8108 -1.0800 17.2511  0.09
H53 -30.9539 0.3378 17.2216  0.06
H54 -31.4859 -1.0435 16.5597  0.07
H55 -29.5478 0.6209 12.3044  0.07
H56 -29.8605 2.2154 11.6865  0.07
H57 -31.1557 1.1453 11.8011  0.06
H58 -31.6940 -0.5881 13.7103  0.04
C23 -29.9773 3.7801 21.0825  -0.03
C24 -29.8221 3.3216 19.6323  -0.47
C25 -30.6953 2.0835 19.4362  -0.11
C26 -32.2370 2.2966 19.1204  -0.15
C27 -32.3253 3.2582 17.9615  -0.15
C28 -31.7182 4.6524 18.2682  -0.47
N11 -30.3150 4.4347 18.7279  -0.10
O9 -29.4869 5.6056 18.7467  -0.01
C29 -31.6442 5.4444 17.0213  -0.07
C30 -32.5993 5.3917 19.3891  -0.01
C31 -28.3374 2.9719 19.2401  -0.01
H59 -30.9912 4.1716 21.1648  0.06
H60 -29.3844 4.6634 21.3197  0.08
H61 -29.8747 3.0093 21.8464  0.08
H62 -30.1384 1.5559 18.6618  0.07
H63 -30.5773 1.4411 20.3088  0.11
H64 -32.7987 2.6718 19.9758  0.10
H65 -32.8233 1.4117 18.8729  0.07
H66 -33.3797 3.3505 17.7011  0.12
H67 -31.8792 2.8640 17.0485  0.10
H68 -30.8673 5.2215 16.2901  0.07
H69 -32.5089 5.4460 16.3577  0.09
H70 -31.4651 6.4943 17.2529  0.08
H71 -32.1008 6.2870 19.7607  0.08
H72 -33.5868 5.7651 19.1179  0.07
H73 -32.7781 4.7519 20.2532  0.05
H74 -28.2791 2.9343 18.1523  0.07
H75 -27.9683 2.0305 19.6471  0.07
H76 -27.6437 3.6976 19.6647  0.08
H77 -29.0438 5.4312 17.9131  0.09
C32 -21.7310 1.3167 15.0156  -0.02
C33 -21.9371 2.1846 13.7581  -0.52
C34 -22.8640 1.4664 12.8430  -0.15
C35 -24.3468 1.5149 13.2277  -0.14
C36 -24.7732 3.0104 13.4837  -0.10
C37 -23.9496 3.6279 14.6387  -0.48
N12 -22.5221 3.4754 14.2509  -0.14
O10 -21.6368 4.2082 15.0279  -0.01
C38 -24.2769 5.1342 14.7189  -0.03
C39 -24.1443 3.0616 16.0749  -0.03
C40 -20.6784 2.5202 13.0424  -0.03
H78 -21.5536 1.8526 15.9480  0.08
H79 -20.8811 0.6641 14.8159  0.08
H80 -22.5420 0.5989 15.1384  0.07
H81 -22.7705 1.7810 11.8036  0.11
H82 -22.4983 0.4398 12.8221  0.13
H83 -24.6373 0.8946 14.0756  0.09
H84 -24.8690 0.9740 12.4385  0.09
H85 -25.8483 3.1888 13.4684  0.10
H86 -24.3978 3.6242 12.6649  0.11
H87 -24.0298 5.7031 13.8226  0.09
H88 -25.3598 5.2356 14.7905  0.08
H89 -23.7429 5.6563 15.5128  0.08
H90 -23.8364 2.0266 16.2238  0.05
H91 -23.6680 3.6699 16.8439  0.08
H92 -25.2248 3.0017 16.2051  0.07
H93 -20.0004 1.6699 13.1161  0.08
H94 -20.0899 3.1999 13.6586  0.09
H95 -20.7643 2.7618 11.9830  0.09
H96 -21.8897 3.9133 15.9057  0.07
C41 -28.5135 6.8274 10.6970  -0.03
C42 -29.8692 7.0836 11.3948  -0.49
C43 -29.5872 6.7380 12.8635  -0.18
C44 -28.8143 7.7785 13.6383  -0.19
C45 -29.6062 9.0927 13.5697  -0.13
C46 -29.9950 9.5866 12.0836  -0.41
N13 -30.5246 8.4074 11.2531  -0.08
O11 -30.7786 8.7080 9.9094  -0.01
C47 -31.0572 10.7278 12.4078  -0.05
C48 -28.8231 10.3567 11.4627  -0.04
C49 -30.8690 6.0053 10.9585  -0.05
H97 -27.7650 7.5455 11.0318  0.06
H98 -28.4798 7.1410 9.6536  0.08
H99 -28.1499 5.7999 10.7036  0.08
H100 -30.4775 6.4838 13.4387  0.11
H101 -28.9427 5.8591 12.8770  0.11
H102 -27.8248 7.8285 13.1839  0.10
H103 -28.6482 7.4526 14.6651  0.11
H104 -29.1043 9.8657 14.1516  0.11
H105 -30.4624 8.8373 14.1940  0.11
H106 -31.9734 10.3359 12.8496  0.07
H107 -30.6653 11.4948 13.0757  0.08
H108 -31.3654 11.1788 11.4646  0.07
H109 -28.1897 9.6387 10.9417  0.07
H110 -29.2253 10.9950 10.6760  0.08
H111 -28.2071 10.9246 12.1599  0.09
H112 -30.4994 5.0281 11.2692  0.06
H113 -30.8953 5.9858 9.8690  0.08
H114 -31.8290 6.1750 11.4461  0.09
H115 -31.7133 8.6073 9.7153  0.10
C50 -35.2221 0.2225 19.3823  -0.01
C51 -34.9222 -1.1646 20.0362  -0.44
C52 -35.0271 -0.9761 21.5646  -0.15
C53 -36.4511 -0.8236 22.1589  -0.17
C54 -37.2423 -2.0265 21.7143  -0.15
C55 -37.3118 -2.2593 20.1770  -0.50
N14 -35.8826 -2.2435 19.6927  -0.04
O12 -35.8367 -2.6246 18.2835  -0.04
C56 -38.1136 -3.5698 19.9231  -0.03
C57 -38.1812 -1.1920 19.5789  -0.06
C58 -33.4370 -1.6831 19.8145  -0.02
H116 -34.6517 0.9845 19.9135  0.07
H117 -36.2907 0.4287 19.3217  0.06
H118 -34.9116 0.2611 18.3382  0.07
H119 -34.3571 -1.6999 22.0286  0.11
H120 -34.5008 -0.0673 21.8567  0.11
H121 -36.7905 0.1461 21.7946  0.10
H122 -36.5188 -0.7935 23.2464  0.11
H123 -38.2193 -1.9299 22.1878  0.12
H124 -36.7219 -2.8733 22.1618  0.12
H125 -37.5648 -4.3602 20.4352  0.08
H126 -39.0925 -3.5149 20.3994  0.09
H127 -38.0607 -3.7151 18.8441  0.08
H128 -38.0098 -1.1039 18.5060  0.08
H129 -39.2521 -1.3894 19.6252  0.09
H130 -37.9695 -0.2455 20.0764  0.07
H131 -32.7424 -0.8645 20.0025  0.08
H132 -33.2243 -1.8980 18.7673  0.06
H133 -33.0735 -2.5930 20.2922  0.06
H134 -36.2133 -1.8959 17.7848  0.07
C59 -25.2149 1.3851 8.9451  -0.05
C60 -26.3863 2.1849 8.3653  -0.40
C61 -25.7976 3.4131 7.5231  -0.13
C62 -25.4358 2.8905 6.1801  -0.21
C63 -26.6809 2.3110 5.5317  -0.14
C64 -27.3043 1.0579 6.1826  -0.46
N15 -27.3895 1.2986 7.6643  -0.18
O13 -27.7727 0.2956 8.3843  0.00
C65 -28.7813 0.9601 5.7346  -0.03
C66 -26.4459 -0.2071 5.7930  -0.01
C67 -27.0910 2.8548 9.6406  -0.03
H135 -24.5297 2.0043 9.5240  0.08
H136 -24.7523 0.8351 8.1255  0.07
H137 -25.5156 0.6064 9.6461  0.06
H138 -26.3310 4.3619 7.4650  0.12
H139 -24.8041 3.6417 7.9087  0.11
H140 -24.6194 2.1686 6.1607  0.11
H141 -25.1317 3.8135 5.6865  0.12
H142 -26.4330 2.0908 4.4934  0.12
H143 -27.4368 3.0815 5.3801  0.12
H144 -29.1310 0.0577 6.2362  0.08
H145 -29.3548 1.7844 6.1585  0.06
H146 -28.7853 0.8408 4.6511  0.09
H147 -26.8602 -1.0963 6.2682  0.07
H148 -26.5465 -0.3627 4.7189  0.09
H149 -25.4270 -0.0879 6.1616  0.07
H150 -27.9286 3.4959 9.3656  0.05
H151 -26.3555 3.3949 10.2367  0.07
H152 -27.5585 2.1037 10.2773  0.06
H153 -27.0547 -0.3278 8.2517  0.09
C68 -28.7453 -6.7430 17.1066  -0.03
C69 -29.0745 -6.3214 15.6142  -0.39
C70 -27.7381 -6.3692 14.7384  -0.12
C71 -27.5330 -7.7700 14.2536  -0.21
C72 -28.7186 -8.3254 13.4986  -0.13
C73 -30.0972 -8.3108 14.2940  -0.45
N16 -30.2260 -7.0394 15.0252  -0.13
O14 -31.3990 -6.9180 15.7410  -0.01
C74 -31.1746 -8.4641 13.2207  -0.04
C75 -30.0137 -9.5927 15.2056  -0.02
C76 -29.4332 -4.7764 15.7514  -0.04
H154 -29.6282 -6.7970 17.7436  0.06
H155 -27.9032 -6.2641 17.6061  0.07
H156 -28.5530 -7.8158 17.0914  0.06
H157 -27.8579 -5.7531 13.8472  0.11
H158 -26.8997 -6.0544 15.3597  0.11
H159 -27.3856 -8.3782 15.1460  0.11
H160 -26.7580 -7.8377 13.4902  0.08
H161 -28.3612 -9.3008 13.1686  0.12
H162 -28.8702 -7.8346 12.5372  0.10
H163 -32.1678 -8.4515 13.6698  0.08
H164 -31.2156 -7.6630 12.4827  0.06
H165 -31.1428 -9.3854 12.6391  0.09
H166 -30.7796 -9.7119 15.9719  0.07
H167 -30.0594 -10.4779 14.5712  0.08
H168 -29.0953 -9.5550 15.7914  0.06
H169 -30.2672 -4.5944 16.4292  0.07
H170 -29.7432 -4.2443 14.8520  0.04
H171 -28.6379 -4.1167 16.0987  0.07
H172 -31.8084 -6.1718 15.2970  0.04
C77 -23.7043 -5.3254 10.2756  -0.02
C78 -24.9221 -5.6087 11.3099  -0.40
C79 -24.3799 -5.8726 12.7798  -0.11
C80 -23.8775 -4.5400 13.4697  -0.15
C81 -24.9116 -3.3721 13.3618  -0.11
C82 -25.4352 -3.1164 11.8960  -0.44
N17 -25.9048 -4.4533 11.3647  -0.13
O15 -26.5710 -4.4347 10.2044  -0.02
C83 -26.5133 -2.1154 12.0719  -0.07
C84 -24.3268 -2.3705 11.0506  -0.02
C85 -25.7109 -6.9100 10.9776  -0.04
H173 -22.9506 -4.6125 10.6101  0.06
H174 -24.1660 -4.9409 9.3661  0.07
H175 -23.1273 -6.2389 10.1320  0.07
H176 -24.9924 -6.5360 13.3904  0.09
H177 -23.4263 -6.3889 12.6692  0.10
H178 -22.9124 -4.3444 13.0022  0.09
H179 -23.4708 -4.7663 14.4554  0.09
H180 -24.7081 -2.4120 13.8361  0.10
H181 -25.7785 -3.6908 13.9407  0.10
H182 -26.9634 -1.6884 11.1757  0.08
H183 -27.3285 -2.5588 12.6437  0.07
H184 -26.1545 -1.2177 12.5753  0.08
H185 -23.3632 -2.4219 11.5574  0.07
H186 -24.0831 -2.8327 10.0940  0.06
H187 -24.3318 -1.3227 10.7500  0.06
H188 -25.8494 -7.1407 9.9213  0.08
H189 -26.7199 -6.8936 11.3897  0.07
H190 -25.2048 -7.8151 11.3135  0.08
H191 -27.4397 -4.6718 10.5369  0.08
C86 -28.0629 -3.0229 22.4381  -0.03
C87 -29.5781 -3.2522 22.6841  -0.47
C88 -30.4226 -2.5283 21.6055  -0.12
C89 -30.3849 -3.1867 20.1768  -0.17
C90 -30.7789 -4.6617 20.3654  -0.12
C91 -29.9752 -5.4158 21.4856  -0.47
N18 -29.9895 -4.6708 22.7788  -0.16
O16 -29.4227 -5.2901 23.8403  0.00
C92 -30.8043 -6.7051 21.6457  -0.04
C93 -28.5488 -5.7577 21.0178  -0.01
C94 -29.9822 -2.5502 24.0453  -0.03
H192 -27.4905 -3.7494 23.0149  0.09
H193 -27.7725 -2.0553 22.8474  0.08
H194 -27.8846 -3.0132 21.3628  0.04
H195 -31.4813 -2.5673 21.8620  0.10
H196 -30.1082 -1.4852 21.5704  0.11
H197 -29.4257 -3.1300 19.6622  0.09
H198 -30.9502 -2.5568 19.4900  0.08
H199 -30.6775 -5.2149 19.4317  0.11
H200 -31.8404 -4.5720 20.5958  0.11
H201 -31.2505 -7.0049 20.6975  0.08
H202 -30.2045 -7.4457 22.1747  0.08
H203 -31.6440 -6.4695 22.2996  0.08
H204 -28.7095 -6.4016 20.1531  0.07
H205 -27.9613 -4.9499 20.5813  0.06
H206 -28.0994 -6.2989 21.8504  0.09
H207 -29.2462 -2.9366 24.7504  0.07
H208 -30.9373 -2.9760 24.3527  0.08
H209 -29.9710 -1.4623 23.9786  0.08
H210 -30.2048 -5.4469 24.3745  0.11

Cartesian forces, eV/Å:
C -1.3 -0.7 1.4
O 0.4 -1.3 0.3
N 0.5 2.9 -1.1
N 0.4 -2.7 0.9
H -0.2 0.4 -0.9
H 0.0 0.7 0.6
H 0.0 0.6 -0.6
H 0.2 0.0 -0.4
C -1.7 -3.5 -1.5
O 1.0 0.8 -0.1
N -1.4 -0.4 4.3
N 2.0 2.5 -2.3
H 0.2 0.2 0.1
H -0.1 -0.2 -0.4
H 0.3 0.7 0.1
H -0.1 0.0 -0.6
C -0.2 -0.1 -0.9
O -0.5 -5.7 0.8
N 4.5 4.3 -1.4
N -4.1 2.2 1.2
H 0.4 -0.1 0.2
H 0.0 -0.4 -0.1
H 0.2 -0.1 0.1
H -0.3 -0.2 0.3
C 2.2 0.4 0.2
O 1.6 1.0 -0.3
N -0.1 -1.4 -2.3
N -3.8 0.1 2.7
H -0.4 -0.2 0.0
H 0.5 0.0 -0.5
H 0.0 -0.3 0.0
H 0.0 0.4 0.3
O 0.1 0.0 0.9
H -0.4 0.1 -0.2
H 0.1 0.3 -0.8
O -0.2 -0.4 0.1
H -0.1 0.3 -0.2
H 0.4 0.2 -0.1
C -0.6 -0.2 -1.1
C 0.1 0.8 1.3
C -0.8 0.8 -0.6
C 1.8 -0.3 -0.7
C -0.4 1.2 -0.1
C 1.5 -2.2 -0.1
N -1.3 0.3 3.4
O 0.1 0.9 -0.8
C -0.9 -0.1 -0.6
C 0.4 0.6 -1.1
C 0.1 -1.1 -0.6
H -0.5 0.8 1.1
H -0.2 0.7 -0.7
H 0.0 -0.2 -0.4
H -0.1 -0.8 -1.1
H 0.6 -0.1 0.1
H 0.2 -0.4 0.1
H -0.2 0.1 -0.3
H 0.1 -0.1 -0.1
H 0.2 -0.2 1.0
H 0.4 0.1 0.4
H -0.3 0.0 0.1
H 0.4 0.3 -0.3
H 0.2 0.1 -0.1
H -0.4 -0.2 0.2
H -0.7 -0.1 0.2
H 0.1 -0.1 0.6
H -0.1 -0.3 -0.1
H 0.0 0.1 -0.1
H -0.1 -0.3 0.2
C -1.1 -0.8 -0.9
C 1.2 1.1 1.3
C 1.0 -0.6 -0.8
C -0.8 0.8 0.3
C 1.7 0.1 -0.1
C 0.0 -1.5 0.6
N -1.2 1.1 -0.3
O 0.2 1.4 0.2
C 0.1 -0.9 -0.2
C -0.3 0.0 -0.3
C -0.2 0.1 -0.7
H 0.5 -0.2 0.1
H -0.4 0.0 -0.1
H 0.5 -0.1 -0.1
H -0.3 0.1 -0.4
H -0.6 -0.4 0.7
H -0.1 0.2 0.3
H -0.2 -0.6 0.0
H -0.3 0.8 -0.3
H -0.2 -0.5 0.0
H -0.3 0.8 -0.1
H -0.1 0.1 0.8
H -0.2 0.0 0.0
H -0.2 -0.1 0.3
H 0.8 0.4 0.2
H 0.4 -0.8 -0.7
H 0.0 0.0 0.1
H 0.1 0.3 0.2
H -0.3 -0.3 0.4
H 0.4 -0.4 -0.5
C -0.4 0.8 0.1
C -0.3 1.3 0.3
C -0.7 -0.7 -0.4
C 1.6 0.0 -0.1
C -0.4 0.6 0.1
C -0.2 -0.8 1.9
N 0.1 -1.6 -0.4
O -0.8 -0.9 0.1
C 0.0 2.0 -1.6
C 0.5 -0.1 -0.3
C -0.8 0.6 0.6
H -0.2 -0.3 0.2
H 0.4 -0.2 0.0
H 0.4 -0.1 -0.1
H -0.8 -0.3 -0.5
H 0.0 0.1 0.2
H 0.4 0.3 0.3
H 0.7 -0.5 -0.1
H -0.2 0.5 0.0
H 0.5 -0.2 0.1
H 0.5 -0.7 0.4
H -0.7 -0.2 0.5
H -0.1 0.1 0.1
H 0.4 -0.1 -0.1
H -0.1 -0.3 -0.7
H 0.2 -0.1 -0.1
H 0.2 0.1 0.0
H -0.5 -0.3 0.0
H -0.1 0.3 -0.3
H 0.5 0.6 -0.1
C 0.8 -1.2 -0.6
C -1.0 1.4 2.3
C -1.0 -0.7 -0.3
C -0.3 0.6 0.0
C 1.2 -0.9 -0.5
C 1.3 0.2 0.8
N -1.1 0.4 -3.2
O -0.5 -0.2 0.4
C -0.1 0.0 -0.5
C -1.1 -0.7 -0.8
C 2.0 -0.7 0.6
H 0.0 0.0 -0.2
H 0.3 0.0 0.3
H -0.3 0.3 0.2
H 0.0 0.5 0.0
H -0.1 -0.3 0.0
H 0.5 0.1 0.6
H -0.4 0.6 -0.4
H 0.0 -0.2 0.7
H -0.1 -0.2 -0.5
H 0.3 -0.4 -0.3
H -0.1 0.1 0.5
H -0.3 -0.2 0.2
H 0.3 0.1 -0.3
H -0.2 0.1 0.0
H -0.2 0.4 0.6
H -0.1 -0.6 -0.4
H -0.3 0.7 -0.5
H -0.2 0.5 0.3
H 0.6 0.2 0.9
C 0.2 1.7 -1.3
C 0.2 -1.0 0.5
C 0.4 0.1 0.9
C 0.2 0.6 -0.8
C 0.3 -1.1 -0.5
C -0.3 0.6 2.1
N 0.0 0.5 2.3
O 1.2 0.6 -0.6
C -0.4 -1.4 -1.2
C 0.0 -1.1 -1.0
C 0.5 0.1 -0.5
H 0.3 -0.4 0.8
H -0.8 -0.3 -0.4
H -0.2 0.1 0.4
H -0.4 0.0 -0.2
H -0.3 -0.4 -0.3
H 0.2 0.4 0.0
H -0.2 0.1 0.1
H 0.1 0.4 -0.5
H -0.7 0.4 -0.4
H 0.1 -0.2 0.2
H 0.3 -0.2 -0.2
H 0.1 0.3 0.0
H 0.3 0.1 0.1
H 0.2 0.2 0.1
H -0.3 0.0 0.1
H 0.1 -0.1 0.0
H -0.5 0.0 0.0
H -0.1 0.1 -0.3
H -0.3 -0.1 0.6
C 0.5 -0.9 -0.7
C -0.1 -0.4 0.7
C 0.4 0.7 1.2
C 1.2 -0.4 -1.0
C 0.0 0.0 -0.2
C -0.5 0.3 1.3
N -0.6 -1.4 -0.6
O 0.2 0.3 1.4
C 2.4 0.1 0.3
C -0.1 1.2 -0.6
C -0.6 0.9 -1.5
H -0.4 0.1 0.0
H 0.2 0.2 0.5
H 0.3 -0.1 -0.2
H -0.7 -0.7 0.3
H 0.2 0.4 -0.5
H -0.5 -0.1 0.0
H 0.6 0.1 0.0
H -0.4 -0.4 -0.4
H -0.2 -0.3 0.0
H 0.0 -0.4 -0.3
H 0.0 0.2 -0.5
H -0.7 -0.4 0.1
H 0.2 0.2 -0.2
H 0.1 -0.2 0.5
H -0.3 0.2 -0.3
H 0.0 0.1 0.5
H -0.4 0.0 -0.4
H -0.8 0.2 0.6
H -0.1 0.5 -0.4
C -0.2 -0.6 -0.4
C -0.8 1.8 2.1
C 0.8 -2.4 1.0
C -1.0 0.6 -1.0
C 0.1 0.0 -1.1
C 0.3 0.7 0.9
N 1.8 6.3 -3.2
O -0.9 -3.5 1.9
C 1.3 -1.2 0.5
C -1.3 0.7 0.7
C -0.3 -0.8 -1.0
H 0.2 0.1 -0.4
H 0.7 0.2 0.0
H -0.5 0.0 0.1
H -0.6 -0.5 0.2
H -0.2 0.3 1.0
H 0.1 0.1 0.2
H 0.3 -0.4 -0.9
H 0.0 -0.5 -0.2
H -0.2 0.2 0.6
H -0.4 -0.2 -0.3
H 0.4 0.3 -0.6
H -0.6 0.2 0.0
H -0.1 -0.1 0.0
H 0.5 0.0 0.0
H 0.1 0.0 -0.5
H 0.2 0.2 -0.3
H 0.1 0.1 -0.1
H 0.2 -0.3 0.1
H 0.1 -1.2 0.7
C -0.6 -1.7 -1.0
C 0.8 2.2 1.3
C -1.9 -0.5 0.2
C -0.4 -0.2 -0.2
C -0.8 0.5 0.2
C 1.6 -1.5 -0.3
N 2.1 0.2 -1.7
O 0.0 -0.4 0.8
C -1.3 0.3 0.4
C -0.4 0.7 0.1
C -0.6 0.0 -0.3
H -0.2 0.9 0.0
H -0.2 0.3 -0.3
H 0.7 -0.2 -0.1
H 0.0 0.5 0.2
H -0.1 0.3 0.0
H 0.6 -0.4 -0.2
H 0.7 -0.1 0.7
H -0.8 -0.6 0.4
H 0.0 0.6 0.1
H -0.1 -0.1 0.3
H 0.5 0.1 0.0
H 0.5 -0.2 0.2
H -0.5 0.4 -0.2
H 0.3 0.0 0.1
H 0.3 -0.2 -0.3
H -0.1 -0.3 0.3
H 0.1 -0.6 -0.4
H 0.6 -0.6 0.4
H -1.0 0.4 -0.1
C -1.2 -0.6 1.2
C 0.8 0.2 1.1
C 1.3 1.8 -0.6
C -0.3 -0.2 -0.6
C -0.2 -1.4 -0.4
C 1.9 -0.1 -0.4
N 2.7 -0.5 3.5
O -1.4 0.8 -2.1
C -2.0 0.5 -0.1
C 1.5 -0.9 -0.5
C 0.1 0.2 -0.9
H -0.4 0.2 0.3
H 0.2 -0.3 -0.2
H -0.4 -0.2 -0.4
H -0.5 0.5 -0.1
H -0.1 -0.6 -0.2
H -0.1 0.6 -0.7
H -0.9 0.1 0.6
H 0.9 0.0 -0.2
H -0.3 -0.3 -0.1
H 0.1 -0.4 -0.5
H -0.2 0.1 0.2
H 0.3 -0.2 0.4
H 0.1 -0.2 0.3
H -0.5 -0.4 0.0
H -1.2 0.3 0.6
H 0.0 0.6 -0.3
H 0.1 0.1 0.3
H 0.2 0.2 0.5
H -0.7 0.0 -0.8
C -0.8 0.2 0.4
C -0.6 1.1 0.6
C 0.4 -1.1 -1.3
C 1.2 0.3 0.9
C 0.2 1.6 0.2
C -0.5 0.3 -0.4
N -2.0 2.5 -3.2
O 0.9 -1.3 1.1
C 0.3 0.5 1.0
C -1.1 -0.4 -0.6
C 0.8 -1.8 -0.8
H 0.1 -0.2 -0.4
H -0.1 0.2 -0.1
H 0.4 -0.3 0.3
H 0.0 0.1 0.5
H 0.0 0.1 0.0
H 0.7 0.0 0.5
H -0.8 -0.5 0.0
H 0.0 -0.1 0.0
H -0.2 -0.8 0.4
H 0.5 -0.4 0.0
H -0.1 -0.4 -0.4
H -0.1 0.1 0.1
H 0.3 -0.6 0.1
H 0.0 0.2 0.7
H 0.6 0.1 -0.3
H 0.0 0.5 0.4
H -0.2 0.4 0.0
H 0.0 -0.2 0.0
H 0.3 -0.3 0.5